Record 1
A 2-piece molecular cluster, C4H10NO overall at a distorted geometry, computed with the ωB97M-V functional and the def2-TZVPD basis.

## Properties
total charge = +1
ΔE to the lowest compared entry with this formula, charge and spin = 160.6 kcal per mole
E_HOMO (alpha / beta) = -0.4912 / -0.4896 hartree
Kohn-Sham gap (alpha / beta) = 7.77 / 8.25 eV
F_max = 2.9 eV/Å

Structure (XYZ):
```
16
Properties=species:S:1:pos:R:3:forces:R:3
C -1.125131 -0.103842 0.062188 0.5605 -0.9297 1.4613
C -2.040172 -1.121431 -0.310216 0.2894 -0.3873 0.1696
C -0.965877 1.241172 0.435192 -0.4064 0.5715 -1.2686
C 2.304893 0.169915 -0.426280 0.1674 -2.2073 -0.5843
N 1.556905 -0.391392 0.743928 1.0054 0.2938 -2.7024
O 0.600948 -1.162682 0.493318 -1.4928 0.4683 -0.2734
H -3.150669 -1.125284 -0.197076 0.8756 0.3286 0.4968
H -1.503756 -2.070554 -0.036809 -0.8579 0.4911 -0.6728
H -1.851594 -0.893277 -1.375301 -0.0624 -0.7254 -0.6731
H -1.604964 1.679132 1.239357 0.8251 -0.5454 0.0448
H -1.646324 1.646351 -0.422828 1.4710 -0.0240 0.5313
H 0.165804 1.478232 0.394509 -1.8720 0.3595 0.2685
H 3.095339 -0.512214 -0.862110 -1.0332 -0.0181 0.8269
H 1.573243 0.260512 -1.266746 0.4704 0.5670 0.8402
H 2.910386 0.996690 -0.146438 -0.2125 1.2332 0.2676
H 1.680965 -0.091327 1.675307 0.2723 0.5244 1.2675
```
Positions in Å, forces in eV/Å.

=====

Record 2
An isolated ion of composition C4H8N and charge +1 at a distorted geometry, computed with the ωB97M-V functional and the def2-TZVPD basis.

## Properties
total charge = +1
SMILES = CCC#[N+]C
ΔE to the lowest compared entry with this formula, charge and spin = 16.3 kcal per mole
E_HOMO = -0.6136 hartree
Kohn-Sham gap = 12.74 eV
F_max = 4.1 eV/Å

Structure (XYZ):
```
13
Properties=species:S:1:pos:R:3:forces:R:3
C 1.963358 -0.532232 0.343157 2.0835 1.1156 3.3139
C 1.109189 0.708711 0.032002 1.5949 -0.7697 1.2847
C -0.190088 0.458545 -0.409873 -0.8827 0.1409 -0.2821
N -1.215433 0.383191 -0.891868 0.4169 0.3161 0.1704
C -2.577156 0.575523 -1.123900 -2.1751 -0.9288 1.2716
H 1.943645 -0.872660 1.458343 -0.1792 1.0304 -1.8164
H 1.804089 -1.431351 -0.151250 -0.2390 -1.1901 -1.6686
H 2.973572 -0.051490 0.173195 -0.7310 -1.5086 0.2448
H 1.613145 1.107442 -0.869586 -0.3180 0.8963 0.8090
H 1.132839 1.224016 1.049527 -0.2597 0.3578 -1.9176
H -2.896252 0.421195 -2.143379 0.2197 -0.1456 -0.1886
H -3.087682 -0.123306 -0.413787 0.1625 0.2224 -0.9558
H -2.889280 1.542010 -0.748297 0.3071 0.4633 -0.2654
```
Positions in Å, forces in eV/Å.

=====

Record 3
C55H39F5N3O2P2SiTa as an isolated structure at a distorted geometry, computed with the ωB97M-V functional and the def2-TZVPD basis.

## Properties
total charge = +2
ΔE to the lowest compared entry with this formula, charge and spin = 0.0 kcal per mole
E_HOMO = -0.5022 hartree
Kohn-Sham gap = 6.45 eV
F_max = 1.9 eV/Å

Structure (XYZ):
```
108
Properties=species:S:1:pos:R:3:forces:R:3
Ta -0.169609 0.753996 0.322253 -1.3627 -1.1077 0.8192
O 0.192309 -0.439069 4.252492 -0.1661 0.0561 -0.0859
C 0.002464 -0.528737 3.071206 0.3314 -0.3226 0.1168
N -0.844619 0.250853 2.284452 0.4667 0.4379 -0.2131
C -1.867152 0.953729 2.917733 -0.2171 0.2191 -0.0271
O -2.216568 0.850071 4.060889 0.0903 -0.0773 -0.0624
C -2.603969 1.860203 1.972570 -0.2939 0.1193 0.1390
C -3.688124 2.584689 2.434026 0.0789 -0.0507 -0.0384
C -4.326756 3.454380 1.565346 0.0820 -0.0398 -0.0271
C -3.852084 3.567951 0.264408 -0.0667 -0.0128 0.0640
C -2.765305 2.810386 -0.120114 0.1637 0.0464 -0.1724
N -2.153939 1.961679 0.715787 0.8740 -0.3761 0.0571
C 0.722127 -1.562638 2.252519 0.0447 -0.2715 0.2641
C 1.329612 -2.622998 2.897750 -0.0294 0.1587 -0.0824
C 1.898440 -3.625473 2.128906 -0.0394 0.0070 -0.1255
C 1.831128 -3.523344 0.747488 -0.1167 -0.1651 0.1366
C 1.239831 -2.411734 0.179232 -0.1141 0.0949 -0.2408
N 0.693747 -1.440202 0.916293 -0.5354 0.9579 0.0467
H -3.982893 2.460800 3.466486 -0.0236 0.0011 -0.0051
H -5.168326 4.043996 1.902789 -0.0079 0.0070 -0.0293
H -4.312545 4.244040 -0.441700 0.0168 -0.0178 -0.0307
H -2.353670 2.875249 -1.120223 0.0045 0.0569 0.0166
H 1.330421 -2.627290 3.978645 -0.0085 -0.0473 0.0055
H 2.373557 -4.478420 2.595023 0.0010 0.0049 0.0016
H 2.236179 -4.297419 0.111035 0.0106 0.0545 -0.0270
H 1.192061 -2.286163 -0.895737 -0.0100 -0.0208 0.0058
C -1.482658 1.174608 -3.393469 0.1133 0.0296 0.1586
Si -0.291571 0.180412 -2.307606 -0.0919 -0.1398 0.2012
C 1.490809 0.369769 -2.942494 -0.1327 0.0519 0.1656
C 1.719916 0.324985 -4.319538 -0.1215 -0.0385 -0.0449
C 2.985169 0.495844 -4.857628 0.0332 -0.0175 -0.0401
C 4.071882 0.712510 -4.022356 -0.0443 -0.0100 0.0422
C 3.876115 0.762276 -2.653456 0.0359 0.0358 -0.0186
C 2.595891 0.617536 -2.111739 -0.0341 -0.0333 0.0248
P 2.459707 0.627908 -0.299639 0.3989 0.5101 -0.3460
C 3.598021 -0.726282 0.192065 -0.1977 -0.0312 0.0363
C 4.088219 -0.810601 1.495020 -0.0466 -0.0315 -0.0331
C 4.951282 -1.834962 1.852431 -0.0058 -0.0253 0.0342
C 5.342471 -2.779486 0.914375 0.0198 0.0365 0.0111
C 4.855039 -2.703229 -0.382022 0.0098 -0.0676 -0.0590
C 3.975235 -1.695382 -0.741077 0.1419 0.1270 0.0273
C 3.266660 2.101060 0.406418 -0.0418 -0.0856 0.1048
C 3.981847 3.042828 -0.325718 -0.0974 -0.0549 0.0306
C 4.584351 4.109575 0.328387 0.0240 0.0682 -0.0267
C 4.473585 4.248789 1.703574 0.0178 -0.0112 -0.0073
C 3.741868 3.323873 2.436763 -0.0232 -0.0057 0.0694
C 3.133627 2.262387 1.789633 0.0190 -0.0225 -0.1099
C -0.935415 -1.595088 -2.437748 0.0869 0.1523 0.0228
C -0.702599 -2.341389 -3.596545 0.0937 0.0410 -0.0290
C -1.375505 -3.526950 -3.841201 0.0270 0.0226 -0.0445
C -2.330028 -3.978108 -2.938881 -0.0177 0.0262 0.0578
C -2.566195 -3.263072 -1.777287 -0.0480 -0.0071 -0.0898
C -1.855882 -2.091240 -1.508642 0.0298 -0.0341 0.1305
P -2.187622 -1.209470 0.062000 0.0296 -0.3298 -0.8515
C -2.163555 -2.510098 1.346050 0.0725 0.3506 0.1484
C -1.693340 -3.800228 1.125007 0.0425 0.0772 -0.0052
C -1.735380 -4.736957 2.148239 0.1300 -0.0901 0.0159
C -2.228934 -4.395936 3.397904 -0.0326 -0.0233 -0.0061
C -2.698705 -3.109656 3.626976 -0.0089 0.0661 0.0484
C -2.669504 -2.175615 2.607067 0.0444 0.0204 -0.1093
C -3.979969 -0.876190 -0.115902 0.2023 0.2938 0.1490
C -4.376828 0.166887 -0.952323 0.0433 -0.0415 0.0590
C -5.713135 0.339639 -1.270557 0.0163 0.0943 -0.0899
C -6.669021 -0.521929 -0.752235 -0.0083 -0.0295 0.0128
C -6.282986 -1.552885 0.090362 0.0007 -0.0232 -0.0044
C -4.945589 -1.735232 0.410563 0.0226 0.1050 -0.0446
H -1.421688 0.805844 -4.420931 0.0301 -0.0874 0.0296
H -1.261381 2.239715 -3.421648 0.0297 -0.0021 0.0401
H -2.517177 1.034268 -3.074947 0.0522 -0.0642 -0.0415
H 0.886788 0.159406 -4.993665 0.0245 0.0217 -0.0202
H 3.127649 0.451178 -5.929346 -0.0151 0.0131 -0.0008
H 5.065207 0.832131 -4.432940 0.0025 0.0067 0.0024
H 4.730078 0.889106 -1.999496 0.0132 0.0241 -0.0068
H 3.820287 -0.074668 2.239183 0.0303 -0.0254 0.0041
H 5.325149 -1.885623 2.866633 0.0253 0.0094 -0.0098
H 6.036747 -3.561688 1.191301 -0.0103 -0.0146 -0.0088
H 5.156921 -3.435329 -1.119970 0.0154 0.0149 -0.0034
H 3.603975 -1.653499 -1.755997 -0.0004 -0.0334 -0.0045
H 4.058399 2.964843 -1.400967 0.0205 0.0072 -0.0216
H 5.143582 4.836426 -0.246310 -0.0066 0.0027 0.0071
H 4.949765 5.080545 2.205132 0.0024 -0.0002 -0.0072
H 3.636297 3.436264 3.507902 -0.0089 -0.0006 -0.0095
H 2.533991 1.562549 2.366648 0.0110 0.0598 0.0536
H 0.013967 -1.977603 -4.324955 -0.0175 -0.0590 -0.0278
H -1.175986 -4.086162 -4.745911 -0.0046 0.0016 0.0008
H -2.889909 -4.881541 -3.140230 0.0123 -0.0081 0.0047
H -3.310232 -3.617154 -1.074787 -0.0310 -0.0168 -0.0269
H -1.317742 -4.083876 0.152623 0.0881 -0.0458 0.0389
H -1.370480 -5.740198 1.966076 -0.0436 0.0058 -0.0094
H -2.266792 -5.134726 4.187461 0.0287 0.0060 -0.0003
H -3.092165 -2.828861 4.594842 0.0018 -0.0203 0.0013
H -3.063498 -1.184354 2.789117 -0.0691 -0.0791 0.0522
H -3.632765 0.837382 -1.366415 -0.1143 -0.1069 -0.0259
H -6.010151 1.139912 -1.935875 -0.0005 0.0148 0.0071
H -7.711128 -0.395365 -1.012791 -0.0021 0.0154 0.0173
H -7.021100 -2.232011 0.495917 -0.0100 0.0194 -0.0018
H -4.670767 -2.551319 1.059994 0.0406 -0.0593 0.0331
F 0.695160 3.057485 -2.439389 0.0762 0.2060 -0.1463
C 0.729347 3.633032 -1.227973 -0.1928 -0.3482 0.0595
C 0.371105 2.885924 -0.114620 0.1239 -0.0766 -0.1374
C 0.461803 3.574850 1.082414 -0.1354 -0.1738 -0.2394
F 0.143506 2.851261 2.194406 0.1665 0.1484 0.1833
C 0.869023 4.881552 1.221125 -0.0260 -0.0434 0.0815
F 0.960420 5.452647 2.412303 -0.0013 0.0346 0.0267
C 1.200902 5.585274 0.071407 -0.0459 -0.1565 -0.0424
F 1.589184 6.838901 0.157608 0.0803 0.1348 -0.0038
C 1.128475 4.956536 -1.163903 -0.0616 -0.0476 0.1380
F 1.451682 5.617511 -2.263403 0.0458 0.0557 -0.0828
```
Positions in Å, forces in eV/Å.